<A>
C2H5O | ωB97M-V with the def2-TZVPD basis set

Computed properties:
orbital gap = 6.48 eV

ORCA input file:
```
! wB97M-V def2-TZVPD RIJCOSX def2/J DEFGRID3
* xyz -1 1
O -0.0097 -2.0375 1.3218
H 1.0174 -1.8702 1.4042
C -0.1147 1.4791 -1.3459
C -0.0415 0.7799 -0.1770
H -0.1974 2.5798 -1.1496
H 0.0846 0.9895 -2.3175
H 0.2200 1.3518 0.6175
H -0.1097 -0.3051 0.0082
*
```

<B>
C2H5O | ωB97M-V with the def2-TZVPD basis set

Computed properties:
orbital gap = 6.44 eV

ORCA input file:
```
! wB97M-V def2-TZVPD RIJCOSX def2/J DEFGRID3
* xyz -1 1
C -0.3833 1.7599 -0.2095
O -0.7954 0.6412 -0.5988
C 0.8925 2.2664 -0.0632
H -0.3585 -6.1163 0.3176
H 1.7283 1.5820 -0.2052
H -0.9708 -5.7991 0.1058
H -1.1651 2.5174 0.1085
H 1.0524 3.1485 0.5448
*
```

How far above the most stable structure does each one sit? In kcal/mol: <A> 21.3; <B> 0.0.

<A>
C3H8O2 | ωB97M-V with the def2-TZVPD basis set

Computed properties:
orbital gap = 10.79 eV

ORCA input file:
```
! wB97M-V def2-TZVPD RIJCOSX def2/J DEFGRID3
* xyz 0 1
O 0.2467 -1.5092 0.7842
C 0.7532 -0.9410 -0.4272
C 0.2539 0.4947 -0.7419
C -0.6778 1.0658 0.3315
O -1.7653 0.2242 0.6264
H 0.6338 -1.0605 1.5469
H 0.4200 -1.6338 -1.2055
H 1.8495 -0.9743 -0.4057
H -0.2771 0.4855 -1.7014
H 1.1126 1.1731 -0.8527
H -0.0885 1.2986 1.2369
H -1.0931 2.0191 -0.0150
H -1.3679 -0.6422 0.8235
*
```

<B>
C3H8O2 | ωB97M-V with the def2-TZVPD basis set

Computed properties:
orbital gap = 10.73 eV

ORCA input file:
```
! wB97M-V def2-TZVPD RIJCOSX def2/J DEFGRID3
* xyz 0 1
O -0.6779 1.2897 0.7568
C -1.1937 0.0657 0.2448
C -0.1610 -0.4919 -0.7208
C 1.2407 -0.5609 -0.1045
O 1.9289 0.6625 -0.2471
H -1.2303 1.5789 1.4918
H -2.1556 0.2294 -0.2653
H -1.3685 -0.6537 1.0610
H -0.0860 0.1665 -1.5941
H -0.4956 -1.4751 -1.0741
H 1.1757 -0.8585 0.9568
H 1.8452 -1.3168 -0.6153
H 1.3391 1.3343 0.1253
*
```

<C>
C3H8O2 | ωB97M-V with the def2-TZVPD basis set

Computed properties:
orbital gap = 10.55 eV

ORCA input file:
```
! wB97M-V def2-TZVPD RIJCOSX def2/J DEFGRID3
* xyz 0 1
C -1.5882 0.2969 0.2850
C -0.3525 -0.5174 -0.1605
O 0.0009 -0.5349 -1.5188
C 0.8502 0.1708 0.4690
O 2.0608 -0.3424 -0.2587
H -1.5388 1.3496 -0.0227
H -1.7045 0.2828 1.3868
H -2.4889 -0.1467 -0.1347
H -0.5115 -1.5464 0.2230
H 1.0382 -0.5911 -1.3765
H 0.7539 1.2373 0.2445
H 0.8796 -0.0053 1.5541
H 2.6009 0.3467 -0.6904
*
```

How far above the most stable structure does each one sit? In kcal/mol: <A> 4.5; <B> 0.0; <C> 12.8.

<A>
C3H8O2 | ωB97M-V with the def2-TZVPD basis set

Computed properties:
orbital gap = 9.56 eV

ORCA input file:
```
! wB97M-V def2-TZVPD RIJCOSX def2/J DEFGRID3
* xyz 0 1
O -0.7487 1.4646 0.1882
C -1.1235 0.0886 0.2767
C -0.2323 -0.6754 -0.7040
C 1.2173 -0.8089 -0.2178
O 1.7210 0.5828 0.5093
H -1.1129 1.9404 0.9434
H -2.1865 -0.0112 0.0101
H -0.9894 -0.2945 1.2998
H -0.2943 -0.1587 -1.6669
H -0.6715 -1.6742 -0.8639
H 1.2336 -1.5342 0.6151
H 2.1225 -0.1399 -0.5780
H 1.0647 1.2205 0.1880
*
```

<B>
C3H8O2 | ωB97M-V with the def2-TZVPD basis set

Computed properties:
orbital gap = 10.76 eV

ORCA input file:
```
! wB97M-V def2-TZVPD RIJCOSX def2/J DEFGRID3
* xyz 0 1
C -0.8825 1.2439 0.5625
C -0.3382 1.2604 -0.6335
C 1.0676 0.7239 -0.9047
O 1.1209 -0.5637 -0.1834
H -1.7973 1.7415 0.7853
H -0.4939 0.7096 1.3997
H -0.7974 1.8295 -1.5050
H 1.1532 0.5433 -1.9321
H 1.8627 1.2917 -0.3966
H 1.0010 -1.3324 -0.6993
O -0.9845 -2.0345 0.9795
H -0.3835 -1.8540 1.7158
H -0.7169 -1.5128 0.1175
*
```

How far above the most stable structure does each one sit? In kcal/mol: <A> 35.7; <B> 0.0.

<A>
C3H8O2 | ωB97M-V with the def2-TZVPD basis set

Computed properties:
orbital gap = 9.82 eV

ORCA input file:
```
! wB97M-V def2-TZVPD RIJCOSX def2/J DEFGRID3
* xyz 0 1
C -1.2680 -0.9349 0.1326
C 0.0035 -0.6345 -0.1163
C 0.7840 -1.0706 -1.3052
O 0.6485 0.1886 0.7771
H -1.8498 -1.6051 -0.4858
H -1.8098 -0.4216 0.9191
H 0.1507 -1.5302 -2.0524
H 1.2599 -0.2292 -1.8125
H 1.5599 -1.7927 -1.0332
H 1.4322 0.5917 0.3900
O -0.2041 2.8709 1.5053
H -0.0112 2.2371 2.2099
H -0.6959 2.3305 0.8714
*
```

<B>
C3H8O2 | ωB97M-V with the def2-TZVPD basis set

Computed properties:
orbital gap = 11.47 eV

ORCA input file:
```
! wB97M-V def2-TZVPD RIJCOSX def2/J DEFGRID3
* xyz 0 1
C -2.4135 1.2969 0.7839
C -1.0748 0.7066 0.4553
O -0.0683 0.9483 1.0671
O -1.1027 -0.1570 -0.5754
H -3.1713 1.1092 0.0277
H -2.3302 2.3688 0.9496
H -2.7822 0.8675 1.7168
H -0.1672 -0.4577 -0.6245
C 2.6137 -1.3512 -0.7705
H 2.3944 -1.8430 -1.7144
H 1.7096 -0.8985 -0.3722
H 3.3962 -0.6225 -0.9844
H 2.9963 -1.9674 0.0408
*
```

<C>
C3H8O2 | ωB97M-V with the def2-TZVPD basis set

Computed properties:
orbital gap = 9.56 eV

ORCA input file:
```
! wB97M-V def2-TZVPD RIJCOSX def2/J DEFGRID3
* xyz 0 1
C 0.5523 1.3977 -1.1303
C -0.1560 0.2528 -0.7556
C -1.6649 0.3253 -0.8344
O 0.3307 -1.0486 -0.5256
H -0.0626 2.2134 -1.4545
H 1.6628 1.4349 -1.0591
H -2.0603 -0.7005 -0.3314
H -2.1968 1.2304 -0.4394
H -2.1039 0.1327 -1.6944
H 1.1554 -1.1244 -0.0740
O 1.7616 -1.5385 2.5706
H 1.9128 -1.1315 3.4580
H 0.8689 -1.4436 2.2702
*
```

How far above the most stable structure does each one sit? In kcal/mol: <A> 23.4; <B> 0.0; <C> 50.0.

<A>
C7H11NO2 | ωB97M-V with the def2-TZVPD basis set

Computed properties:
orbital gap = 9.48 eV

ORCA input file:
```
! wB97M-V def2-TZVPD RIJCOSX def2/J DEFGRID3
* xyz 0 1
C -1.4811 -0.0150 1.5842
C -0.5164 0.9462 0.9739
O -0.7703 1.7264 0.0847
C 0.8757 0.9426 1.6277
N 1.6777 1.8799 1.0976
O 1.1801 0.1893 2.5283
H -1.0194 -0.9963 1.6544
H -1.6870 0.3151 2.6020
H -2.4058 -0.0560 1.0166
H 2.6288 1.9861 1.4064
H 1.3257 2.4371 0.3353
C -1.3098 -1.5558 -1.6684
C 0.0245 -1.0487 -1.3468
C 1.0880 -0.9656 -0.6017
C 1.0780 -0.0965 -1.8283
H -2.0186 -0.7269 -1.6775
H -1.6325 -2.3012 -0.9436
H -1.3071 -2.0001 -2.6640
H 1.6674 -1.2734 0.2326
H 1.6920 -0.3594 -2.6839
H 0.9101 0.9720 -1.7297
*
```

<B>
C7H11NO2 | ωB97M-V with the def2-TZVPD basis set

Computed properties:
orbital gap = 9.50 eV

ORCA input file:
```
! wB97M-V def2-TZVPD RIJCOSX def2/J DEFGRID3
* xyz 0 1
C 0.4907 -1.9428 2.4032
C -0.3911 -1.2505 1.7046
C -0.0339 -0.1043 0.7992
C -1.0298 1.0275 0.9038
C -0.0454 -0.7284 -0.6324
O -1.0555 -0.9308 -1.2688
O 1.0881 -1.4387 -0.8375
H 1.5442 -1.7101 2.3825
H 0.1891 -2.7329 3.0706
H -1.4435 -1.5080 1.7210
H 0.9883 0.2229 0.9991
H -0.7461 1.8308 0.1756
H -2.0127 0.7051 0.5692
H -1.0781 1.4179 1.9158
H 0.9705 -2.0097 -1.6143
C -0.4215 2.0216 -1.9360
C 0.6433 1.2494 -2.0426
N 1.7185 0.8391 -2.4644
H -0.3327 3.0920 -1.9540
H -1.3964 1.5851 -2.0624
H 2.3539 0.3648 -1.8323
*
```

How far above the most stable structure does each one sit? In kcal/mol: <A> 0.0; <B> 6.1.

<A>
CH2NO2 | ωB97M-V with the def2-TZVPD basis set

Computed properties:
orbital gap = 8.44 eV

ORCA input file:
```
! wB97M-V def2-TZVPD RIJCOSX def2/J DEFGRID3
* xyz -1 1
N 0.0184 -0.4312 0.8610
C -0.0855 0.4636 -0.2974
O -1.1196 1.2557 -0.3048
O 0.8135 0.2962 -1.1674
H 0.9987 -0.8025 0.8118
H -0.6255 -0.7817 0.0968
*
```

<B>
CH2NO2 | ωB97M-V with the def2-TZVPD basis set

Computed properties:
orbital gap = 8.66 eV

ORCA input file:
```
! wB97M-V def2-TZVPD RIJCOSX def2/J DEFGRID3
* xyz -1 1
N 0.3632 0.4955 0.7423
C -0.7521 0.9985 1.0154
O 0.8343 -1.4523 -0.9158
O -1.8909 1.4702 0.8345
H 0.3293 -0.8557 -0.2581
H 1.1162 -0.6562 -1.4182
*
```

How far above the most stable structure does each one sit? In kcal/mol: <A> 21.5; <B> 0.0.